No. 1
A structure of composition C30H50F2N4O2S. Source: the OMol25 dataset; level of theory: ωB97M-V/def2-TZVPD.

Properties
electronic energy: -58239.7598 eV
2S+1: 3
largest force on an atom: 4.72 eV/Å

Geometry as XYZ:
```
89
Properties=species:S:1:pos:R:3:forces:R:3
F 7.6781 3.4094 -3.7411 -1.045 1.229 -0.539
C 6.8685 4.5318 -4.1324 -0.346 -0.098 0.236
C 5.3321 4.1308 -4.2485 0.204 0.129 -0.264
C 4.5722 4.9017 -5.4231 0.675 1.280 0.482
C 3.9003 6.2064 -4.8167 -2.179 1.302 0.010
C 4.8162 7.2294 -4.1521 -2.765 2.406 0.922
C 4.2770 8.5143 -3.5646 -0.258 -4.042 -2.191
C 2.7949 8.7316 -3.6923 0.480 0.426 0.321
N 2.1895 9.9119 -3.2167 -1.245 -3.954 -2.251
S 0.5871 9.6495 -3.6278 0.540 -0.813 -0.067
N 0.4972 8.1184 -4.3474 3.949 1.589 1.199
C 1.8374 7.7159 -4.3388 1.400 -0.008 0.261
C 2.4171 6.4196 -4.8989 2.077 1.100 0.281
C 1.3913 5.3963 -5.5278 0.043 0.305 1.407
C 1.4722 3.9922 -4.7721 -0.917 -0.130 -0.130
C 1.6090 4.1068 -3.2075 0.175 -0.774 -0.154
F 1.7701 2.7514 -2.7215 -0.184 1.329 -0.471
H 7.0062 5.3163 -3.3261 -0.040 -0.953 -0.960
H 7.2516 4.9274 -5.1152 -0.201 -0.562 0.969
H 4.8493 4.4316 -3.2772 0.343 -0.781 -0.918
H 5.2402 3.0252 -4.4443 0.247 1.083 0.486
H 5.3671 5.2330 -6.1690 -1.031 -0.292 0.768
H 3.8504 4.2683 -6.0030 0.662 0.664 0.854
H 5.9295 7.0588 -4.0646 -1.546 0.101 -0.279
H 4.9926 9.2333 -3.0926 -1.099 -0.657 -0.499
H 1.4576 5.3175 -6.6485 0.230 -0.091 1.163
H 0.3507 5.8005 -5.3072 1.348 -0.321 -0.329
H 2.2698 3.3011 -5.1592 -0.661 0.828 0.463
H 0.4797 3.4736 -4.9816 1.253 0.474 0.310
H 2.5349 4.6566 -2.8616 -1.186 -0.493 -0.491
H 0.6751 4.5009 -2.7088 1.076 -0.260 -0.613
C -1.2618 -0.9216 -1.6399 0.044 -0.340 0.085
C -1.0329 0.4428 -0.9441 -0.001 -0.938 -1.916
C 0.4774 0.6696 -0.7598 0.155 0.028 0.468
C 1.0827 -0.2111 0.3297 -0.079 -0.053 0.016
C 0.3192 -0.0615 1.6425 0.250 0.390 -0.354
C -1.2024 -0.2497 1.5001 -0.295 -1.938 1.157
N -1.7798 0.5021 0.3484 1.664 3.285 1.059
O -1.8615 1.7885 0.7080 -0.635 -1.517 -0.519
C -1.5381 -1.7506 1.3552 0.148 -0.232 -0.196
C -1.8564 0.1347 2.8458 -0.162 0.703 -0.249
C -1.5731 1.4628 -1.9693 -0.205 0.490 0.507
H -1.0814 -0.8494 -2.7155 0.008 0.230 0.120
H -0.5890 -1.7046 -1.2928 -0.101 0.014 0.115
H -2.2915 -1.2649 -1.5132 0.066 0.038 0.073
H 0.6700 1.7180 -0.5088 -0.182 -0.027 -0.012
H 1.0018 0.4833 -1.7014 -0.262 0.044 -0.048
H 1.0960 -1.2598 0.0183 -0.039 0.011 -0.019
H 2.1284 0.0702 0.4845 -0.052 -0.031 -0.020
H 0.7184 -0.7720 2.3717 -0.277 -0.043 0.034
H 0.5311 0.9357 2.0466 -0.208 0.006 -0.052
H -2.6018 -1.8935 1.1435 0.079 0.080 -0.031
H -1.3199 -2.2919 2.2783 -0.017 0.193 0.005
H -0.9649 -2.2571 0.5814 -0.052 0.065 -0.078
H -1.5990 1.1477 3.1618 -0.097 -0.012 -0.213
H -1.5195 -0.5312 3.6438 0.092 -0.142 -0.292
H -2.9460 0.0591 2.7914 0.078 0.028 -0.061
H -2.6410 1.3074 -2.1480 0.053 0.003 0.080
H -1.0578 1.3563 -2.9268 0.090 -0.250 0.188
H -1.4255 2.4984 -1.6571 -0.082 -0.135 0.179
C -4.6315 -6.4128 3.2702 -0.181 -0.135 0.277
C -3.1554 -5.9872 3.0755 -1.707 -0.777 -1.099
C -2.2573 -7.2354 3.1329 0.348 0.006 0.323
C -2.1148 -7.8016 4.5427 -0.053 0.012 0.038
C -1.6573 -6.7246 5.5216 0.221 -0.167 -0.521
C -2.5093 -5.4425 5.4768 -0.948 -0.070 2.078
N -2.7691 -4.9604 4.0897 3.684 -0.191 -0.944
O -1.6529 -4.3660 3.6556 -1.646 -0.057 0.448
C -3.8548 -5.6762 6.2003 -0.273 -0.242 -0.079
C -1.8120 -4.3775 6.3523 0.323 0.325 -0.623
C -3.1323 -5.4158 1.6413 0.560 0.481 0.162
H -5.0464 -6.8259 2.3476 0.233 0.104 -0.026
H -4.7632 -7.1968 4.0148 0.021 0.122 0.081
H -5.2577 -5.5609 3.5461 0.095 -0.029 0.031
H -1.2589 -6.9954 2.7499 -0.081 0.183 0.024
H -2.6553 -8.0133 2.4738 -0.143 0.222 -0.050
H -3.0568 -8.2433 4.8805 -0.017 0.033 -0.037
H -1.3859 -8.6171 4.5345 -0.057 0.033 0.012
H -1.6555 -7.1386 6.5337 -0.122 0.237 0.040
H -0.6127 -6.4810 5.2942 -0.112 0.181 -0.042
H -4.5152 -4.8125 6.0827 0.082 -0.062 -0.070
H -3.7015 -5.8197 7.2725 0.194 0.069 -0.107
H -4.3878 -6.5622 5.8628 -0.010 0.054 -0.093
H -0.7811 -4.1924 6.0441 -0.159 0.025 -0.162
H -1.7673 -4.7018 7.3945 -0.193 -0.200 -0.161
H -2.3534 -3.4278 6.3256 0.026 -0.077 -0.066
H -3.7877 -4.5443 1.5585 0.064 -0.033 0.058
H -3.4813 -6.1619 0.9235 -0.075 -0.099 0.292
H -2.1322 -5.1240 1.3155 -0.052 0.086 0.215
```
Positions in Å, forces in eV/Å.

No. 2
A structure of composition C2H4N2O3. Source: the OMol25 dataset; level of theory: ωB97M-V/def2-TZVPD.

Properties
ΔE to the lowest compared entry with this formula, charge and spin: 796.3 kJ/mol
electronic energy: -11254.3132 eV
largest force on an atom: 2.85 eV/Å

Geometry as XYZ:
```
11
Properties=species:S:1:pos:R:3:forces:R:3
C 1.2698 0.2835 -0.0887 0.488 -1.418 0.569
C -1.6291 0.0365 -0.3095 0.521 -2.624 -0.990
N -2.4516 0.6647 0.4096 -1.158 1.481 0.646
N 2.0198 -0.8085 0.1642 1.147 0.923 0.498
O 1.7263 1.4421 0.3949 -0.286 -0.345 -0.571
O -2.5801 -0.8653 -0.8300 2.397 -0.163 -1.242
O -3.4964 -0.1089 -0.1301 -1.491 0.977 1.568
H -0.4927 -0.0174 -0.3980 -1.173 0.312 -0.112
H 0.9979 2.0609 0.1635 0.931 -0.256 0.282
H 1.6710 -1.7349 0.0868 -1.177 -0.228 -0.856
H 2.9651 -0.9526 0.5373 -0.197 1.342 0.207
```
Positions in Å, forces in eV/Å.

No. 3
A structure of composition C20H27IInN6O3SSi. Source: the OMol25 dataset; level of theory: ωB97M-V/def2-TZVPD.

Properties
ΔE to the lowest compared entry with this formula, charge and spin: 50.5 kJ/mol
electronic energy: -68243.5238 eV
total charge: +1
largest force on an atom: 2.16 eV/Å

Geometry as XYZ:
```
60
Properties=species:S:1:pos:R:3:forces:R:3
In -0.2637 -0.3465 -1.6927 -1.085 -0.184 0.514
N 3.3139 0.3561 4.0709 0.105 0.065 0.331
C 3.2310 0.1817 2.7237 -0.211 -0.051 -0.411
C 3.4611 1.2553 1.8507 -0.030 -0.053 -0.120
C 3.2768 1.1115 0.4906 0.141 0.141 0.142
C 2.8447 -0.1056 -0.0145 -0.116 -0.079 -0.580
C 2.6383 -1.1860 0.8291 0.029 -0.194 0.033
C 2.8414 -1.0522 2.1849 0.062 0.125 -0.062
S 2.5809 -0.3465 -1.7510 0.958 0.194 0.214
O 3.7858 -0.2690 -2.4991 0.151 0.269 -0.005
O 1.8098 -1.5914 -1.8665 -0.374 0.106 0.166
N 1.4415 0.7274 -2.2541 -0.296 -2.137 -0.017
C 1.3331 2.0490 -2.0817 -0.070 1.988 0.186
N 2.4027 2.8269 -1.9347 0.074 -0.518 -0.200
C 2.1881 4.1255 -1.8258 -0.248 0.291 0.024
C 0.9159 4.6793 -1.8559 0.009 -0.180 0.010
C -0.1367 3.7842 -1.9700 0.214 0.364 0.034
N 0.0535 2.4792 -2.0787 0.094 -0.527 -0.048
H 3.7740 1.1812 4.4158 0.005 -0.087 0.068
H 3.3484 -0.4555 4.6630 0.062 0.053 0.019
H 3.7924 2.2016 2.2538 0.007 0.100 0.013
H 3.4579 1.9317 -0.1874 0.122 0.028 0.093
H 2.3329 -2.1304 0.4035 -0.055 -0.054 0.100
H 2.6971 -1.8958 2.8430 -0.046 -0.110 0.033
H 3.0786 4.7283 -1.7020 -0.022 0.157 -0.006
H 0.7442 5.7379 -1.7718 0.020 0.119 0.012
H -1.1644 4.1229 -1.9633 -0.039 0.033 0.008
C -0.3269 -1.5633 4.2869 -0.393 0.575 -0.245
Si -1.1131 -0.0584 3.4239 0.115 0.052 -0.277
C -2.9894 0.0654 3.7264 0.735 -0.039 -0.027
C -0.1745 1.5550 3.8108 -0.402 -0.579 -0.018
C -0.8789 -0.2978 1.5663 -0.251 0.106 1.357
C -0.7027 -0.3825 0.3767 0.136 -0.135 -1.707
H -0.5562 -1.5785 5.3487 -0.070 0.072 0.178
H 0.7516 -1.5454 4.1833 0.232 0.096 -0.070
H -0.6807 -2.4971 3.8624 -0.137 -0.130 -0.131
H -3.2113 0.1858 4.7827 0.016 0.024 0.208
H -3.5093 -0.8241 3.3820 0.015 -0.177 -0.073
H -3.4132 0.9184 3.2035 0.028 0.142 -0.113
H 0.1012 1.6151 4.8597 0.016 -0.023 0.196
H -0.7705 2.4326 3.5759 -0.162 0.074 -0.077
H 0.7384 1.6091 3.2235 0.113 -0.099 -0.087
N -4.5778 0.1037 -2.6729 -0.091 -0.279 -0.038
C -3.3398 0.5433 -2.8803 -0.403 0.349 -0.048
O -2.3750 -0.1299 -2.5164 0.754 -0.226 0.288
C -3.1728 1.8614 -3.5723 0.098 0.286 0.082
I -4.0663 3.4057 -2.3738 0.076 -0.067 -0.182
H -4.7029 -0.7623 -2.1727 0.002 0.020 -0.025
H -5.3962 0.6248 -2.9401 0.093 0.094 0.009
H -3.6695 1.8773 -4.5406 0.008 0.002 0.072
H -2.1129 2.0898 -3.6717 -0.155 -0.025 0.022
C -1.7164 -5.5390 -3.1524 -0.018 0.026 -0.042
C -0.5165 -4.8119 -2.5334 0.105 -1.070 0.094
C -0.6080 -3.3965 -2.6804 -0.212 1.032 -0.245
N -0.7261 -2.2633 -2.8168 0.271 -0.070 0.351
H -1.6195 -6.6074 -2.9752 0.016 0.009 0.001
H -1.7583 -5.3680 -4.2249 -0.020 -0.006 -0.048
H -2.6465 -5.1965 -2.7069 -0.063 -0.006 0.022
H 0.4167 -5.1417 -2.9988 -0.014 0.055 0.113
H -0.4562 -5.0270 -1.4615 0.098 0.058 -0.088
```
Positions in Å, forces in eV/Å.

No. 4
An isolated molecule of CH2N2O. Source: the OMol25 dataset; level of theory: ωB97M-V/def2-TZVPD.

Properties
ΔE to the lowest compared entry with this formula, charge and spin: 409.5 kJ/mol
electronic energy: -6092.7678 eV
SMILES string: C=NN=O
largest force on an atom: 5.54 eV/Å

Geometry as XYZ:
```
6
Properties=species:S:1:pos:R:3:forces:R:3
C -0.1976 -0.4496 0.6122 2.344 -4.249 2.663
N 0.5219 -1.4950 0.5588 -0.473 1.147 0.905
N 0.7275 -1.9830 2.2070 0.037 -0.288 -0.789
O 0.5702 -1.1534 2.9905 -0.093 0.014 -0.627
H -0.4712 0.1969 -0.0701 -1.067 2.576 -4.423
H -0.5329 -0.1587 1.5497 -0.748 0.801 2.269
```
Positions in Å, forces in eV/Å.

No. 5
A cluster of 2 separate species, C6H9N2S in total. Source: the OMol25 dataset; level of theory: ωB97M-V/def2-TZVPD.

Properties
ΔE to the lowest compared entry with this formula, charge and spin: 552.7 kJ/mol
electronic energy: -20170.4535 eV
total charge: +1
largest force on an atom: 6.43 eV/Å

Geometry as XYZ:
```
18
Properties=species:S:1:pos:R:3:forces:R:3
C 0.6919 0.1453 2.1397 0.337 1.610 -3.698
C 1.4442 1.1687 1.6889 1.234 0.263 1.181
C -0.7396 0.4207 -0.9728 1.586 2.601 1.492
C 0.0381 -0.4730 -0.1058 -0.769 0.963 0.452
C -1.9418 0.7286 -1.7384 3.249 1.345 -3.091
C 0.7581 -1.6009 -0.7578 0.954 2.686 3.462
N 0.2900 1.0542 -0.4871 -3.307 -4.338 -1.705
N -0.1590 -0.5283 1.3045 -4.529 -4.036 2.126
S 1.4385 1.9774 0.0872 1.694 1.240 1.840
H 0.9010 -0.0623 3.1186 -0.191 -1.356 2.322
H 2.1968 1.4641 2.4551 -0.508 0.499 -1.225
H -2.6941 0.6395 -1.0796 -3.280 -0.731 1.764
H -1.9155 0.1595 -2.6447 -0.772 -1.490 -0.140
H -1.9645 1.6959 -2.2697 0.388 0.265 1.156
H 0.9905 -1.3320 -1.6855 0.743 0.640 -4.182
H 0.0765 -2.3438 -0.6726 -1.498 -3.018 0.048
H 1.6718 -1.6874 -0.2219 0.752 -0.978 0.554
H -1.0830 -1.4263 1.8421 3.918 3.835 -2.357
```
Positions in Å, forces in eV/Å.

No. 6
A structure of composition C14H7CdClN2O4S3. Source: the OMol25 dataset; level of theory: ωB97M-V/def2-TZVPD.

Properties
ΔE to the lowest compared entry with this formula, charge and spin: 153.7 kJ/mol
electronic energy: -75389.4956 eV
total charge: -2
largest force on an atom: 3.64 eV/Å

Geometry as XYZ:
```
32
Properties=species:S:1:pos:R:3:forces:R:3
Cd 1.6248 -0.0128 -2.7522 -0.661 -0.217 2.797
O 3.0922 1.1317 -4.3483 -0.903 -1.491 -3.176
Cl 2.4581 0.3954 -5.5651 -0.860 0.144 1.326
O 3.4287 -0.3731 -6.3628 -1.345 1.249 1.474
O 1.4515 -0.5934 -4.8405 1.980 1.654 -2.564
O 1.7028 1.3350 -6.4292 1.419 -1.643 1.631
S 2.8796 0.0638 -0.2886 0.061 -0.595 0.280
C 1.5820 0.7386 0.6707 0.889 0.283 0.363
C 1.3293 0.3788 2.0137 0.095 -1.014 0.363
C 0.3132 0.9231 2.8118 -0.349 0.923 -1.476
C -0.1597 0.3370 4.0310 -0.153 -1.766 1.220
N -0.5477 -0.3039 4.9302 0.723 1.433 -1.375
C -0.4822 1.9365 2.2082 0.047 0.435 -1.782
C -0.2466 2.3521 0.8406 -0.087 -0.995 1.765
C 0.8020 1.7549 0.0984 -2.399 0.287 -0.011
S 0.6688 2.0663 -1.5988 0.224 0.525 -0.955
C -1.7188 2.2999 2.8302 -1.445 0.433 1.018
N -2.7276 2.5244 3.3760 1.554 -0.198 -0.930
H 1.8255 -0.5204 2.4030 0.066 0.549 -0.192
H -0.9871 2.9876 0.3053 0.764 -0.441 0.701
S 0.2709 -2.3262 -2.0678 0.597 0.076 -1.146
C -0.6803 -1.9238 -0.6896 0.740 -0.683 3.020
C -1.7768 -1.0706 -0.7301 0.533 -0.542 -0.020
C -2.5098 -0.8142 0.4040 -1.288 0.810 1.240
C -2.1015 -1.2835 1.6648 -0.663 0.407 -0.005
C -0.9797 -2.0948 1.7882 0.219 -0.293 -0.447
C -0.3100 -2.4699 0.6376 -0.474 0.668 -2.034
H -2.0005 -0.6337 -1.6765 -0.391 0.292 -0.493
H -3.4523 -0.1882 0.3269 1.299 -0.687 0.174
H -2.6472 -1.0141 2.5723 0.032 0.053 -0.351
H -0.6154 -2.4268 2.7705 -0.313 0.115 -0.419
H 0.5136 -3.1758 0.6660 0.089 0.229 0.002
```
Positions in Å, forces in eV/Å.

Question: electronic energy of number 6 (C14H7CdClN2O4S3)?
Answer: -75389.4956 eV

Question: What is the formula in the first record?
Answer: C30H50F2N4O2S